#a
17
Properties=species:S:1:pos:R:3:mulliken_charge:R:1 method="wB97M-V/def2-TZVPD" homo_lumo_gap_ev=10.384 spin_multiplicity=1 total_charge=0
C -1.7168 -1.1099 0.1289 -1.37
C -0.2950 -0.5589 0.1093 1.13
C -0.3950 0.8526 0.7195 -1.13
C 0.3158 1.4494 -0.4989 -0.64
C 0.7628 0.0567 -0.9313 -0.19
C 1.7861 -0.6056 0.0089 -0.56
O 0.7503 -1.3762 0.6785 -0.51
H -2.1643 -0.6499 1.0299 0.34
H -2.2665 -0.6490 -0.7033 0.31
H -1.8843 -2.1905 0.1889 0.36
H -1.4073 1.2480 0.8786 0.43
H 0.1031 0.7770 1.6874 0.31
H 1.0486 2.2315 -0.3098 0.31
H -0.4372 1.7776 -1.2296 0.30
H 0.9287 -0.1410 -1.9982 0.40
H 2.2864 0.0951 0.7051 0.21
H 2.5847 -1.2069 -0.4638 0.30

***

#b
17
Properties=species:S:1:pos:R:3:mulliken_charge:R:1 method="wB97M-V/def2-TZVPD" homo_lumo_gap_ev=8.139 spin_multiplicity=1 total_charge=0
C 1.9644 -0.4268 -0.6695 -1.02
C 1.4061 0.5020 0.3397 -0.20
C 0.3468 1.3821 -0.2602 -0.52
C -1.0285 0.7082 -0.0494 0.17
O -1.2236 -0.4409 -0.8891 -0.47
C -1.2378 -1.3212 0.2551 -0.26
C -1.0660 -0.1448 1.2376 -0.78
H 2.6719 -1.1594 -0.2616 0.25
H 2.4934 0.2323 -1.3889 0.37
H 1.1704 -0.9153 -1.2668 0.27
H -0.1040 -0.0965 1.7373 0.31
H 0.3240 2.3233 0.3083 0.33
H 0.4647 1.5989 -1.3352 0.32
H -1.8409 1.4373 -0.1891 0.39
H -0.4123 -2.0481 0.2107 0.23
H -2.1877 -1.8613 0.3364 0.29
H -1.8872 0.0275 1.9373 0.30

***

The most stable structure shown above is #a; the least stable is #b.